Record 1
Formula: C28H42BN8O2PtS3
Source: the Open Molecules 2025 dataset
Level of theory: ωB97M-V/def2-TZVPD

Atoms and positions in Å:
Pt  -0.49  2.80  1.77
C  4.55  1.82  2.77
C  3.59  1.07  1.85
C  4.04  -0.01  1.12
C  3.23  -0.65  0.12
N  2.00  -0.27  -0.13
N  1.49  0.68  0.71
B  -0.02  1.00  0.43
N  -0.29  1.42  -1.05
N  -0.69  0.49  -1.96
C  -0.79  0.89  -3.21
C  -0.69  2.27  -3.58
C  -0.57  3.25  -2.64
C  -0.56  4.72  -2.96
C  -0.27  2.74  -1.34
S  0.08  3.98  -0.17
C  -1.12  -0.15  -4.23
C  -1.63  -1.40  -3.50
C  0.11  -0.43  -5.12
C  -2.26  0.33  -5.14
N  -1.10  0.00  0.88
N  -0.63  -1.28  1.16
C  -1.58  -2.08  1.62
C  -2.99  -1.78  1.57
C  -3.44  -0.50  1.28
C  -4.87  -0.09  1.06
C  -2.38  0.41  1.13
S  -2.67  2.12  1.29
C  -1.12  -3.42  2.12
C  0.34  -3.38  2.60
C  -2.05  -3.80  3.36
C  -1.32  -4.43  0.99
C  2.21  1.44  1.59
S  1.62  2.81  2.47
C  3.83  -1.67  -0.83
C  2.74  -2.48  -1.52
C  4.62  -0.91  -1.91
C  4.79  -2.59  -0.04
H  5.49  1.28  2.89
H  4.71  2.82  2.38
H  4.04  1.96  3.74
H  5.04  -0.40  1.32
H  -0.67  2.54  -4.62
H  -0.90  4.91  -3.99
H  -1.23  5.23  -2.23
H  0.43  5.22  -2.93
H  -0.93  -1.75  -2.70
H  -2.58  -1.18  -2.96
H  -1.78  -2.27  -4.15
H  0.99  -0.60  -4.48
H  0.04  -1.33  -5.78
H  0.30  0.46  -5.75
H  -3.13  0.59  -4.49
H  -2.05  1.26  -5.74
H  -2.58  -0.43  -5.89
H  -3.72  -2.54  1.70
H  -5.44  -1.04  0.86
H  -5.30  0.38  1.97
H  -5.03  0.58  0.17
H  0.43  -2.76  3.53
H  0.72  -4.37  2.92
H  1.06  -3.02  1.86
H  -2.22  -2.90  3.97
H  -3.03  -4.20  2.97
H  -1.56  -4.56  4.00
H  -0.70  -4.19  0.11
H  -1.12  -5.48  1.30
H  -2.39  -4.35  0.65
H  2.07  -1.78  -2.07
H  3.08  -3.25  -2.24
H  2.16  -3.00  -0.71
H  3.94  -0.28  -2.53
H  5.42  -0.26  -1.41
H  5.20  -1.50  -2.67
H  4.22  -2.93  0.88
H  5.14  -3.48  -0.58
H  5.70  -2.06  0.29
N  -1.29  2.95  5.55
N  -2.39  3.61  5.68
C  -3.81  6.67  2.95
O  -4.16  5.57  3.16
O  -3.60  7.84  2.72
H  -0.67  3.19  4.76
H  -0.89  2.43  6.35
H  -2.70  3.50  6.70

2S+1: 5
Lowest unoccupied orbital energy (spin up / spin down) in eV: -10.1 / -13.1
HOMO (spin up / spin down) in eV: -13.6 / -16.3
Net charge: +3



Record 2
Formula: C28H42BrN2OSi3Ti
Source: the Open Molecules 2025 dataset
Level of theory: ωB97M-V/def2-TZVPD

Atoms and positions in Å:
Ti  0.10  0.43  0.57
C  5.62  0.09  -0.95
C  4.51  -0.15  0.04
C  4.77  -0.65  1.32
C  3.73  -0.82  2.23
C  2.47  -0.50  1.78
Br  0.54  1.50  2.77
N  2.20  -0.04  0.59
C  3.20  0.15  -0.28
H  6.57  0.22  -0.43
H  5.42  0.98  -1.55
H  5.71  -0.76  -1.62
H  5.78  -0.88  1.62
H  3.90  -1.18  3.24
H  2.95  0.56  -1.25
C  -1.56  -4.01  2.27
Si  -0.29  -2.65  1.91
C  1.22  -3.51  1.14
C  0.24  -1.97  3.60
C  -1.02  -1.35  0.70
Si  -1.22  -1.99  -1.09
C  0.47  -2.31  -1.89
C  -2.19  -3.61  -1.24
C  -2.18  -0.71  -2.12
Si  -2.68  -0.73  1.35
C  -4.27  -1.60  0.83
C  -2.83  -0.38  3.20
C  -2.76  1.05  0.63
C  -3.94  1.73  0.40
C  -3.92  3.08  0.08
C  -2.70  3.73  0.07
C  -1.55  3.01  0.31
N  -1.57  1.69  0.55
H  -1.09  -4.80  2.86
H  -1.94  -4.45  1.35
H  -2.41  -3.63  2.83
H  1.79  -4.03  1.91
H  1.90  -2.83  0.63
H  0.89  -4.26  0.41
H  0.34  -2.81  4.29
H  -0.48  -1.27  4.02
H  1.20  -1.46  3.55
H  0.86  -3.29  -1.60
H  1.21  -1.56  -1.61
H  0.38  -2.33  -2.98
H  -1.67  -4.43  -0.75
H  -2.31  -3.88  -2.29
H  -3.19  -3.52  -0.80
H  -1.90  0.31  -1.88
H  -3.26  -0.80  -1.94
H  -2.02  -0.88  -3.18
H  -4.20  -2.67  1.05
H  -4.49  -1.50  -0.23
H  -5.13  -1.22  1.38
H  -2.72  -1.28  3.79
H  -3.82  0.03  3.42
H  -2.10  0.36  3.54
H  -4.88  1.19  0.47
H  -4.84  3.62  -0.12
H  -2.63  4.80  -0.12
H  -0.59  3.50  0.36
C  0.43  1.02  -3.48
C  0.66  1.59  -2.12
O  0.37  0.87  -1.10
C  1.20  2.92  -1.94
C  1.06  3.89  -2.94
C  1.56  5.17  -2.75
C  2.23  5.49  -1.58
C  2.39  4.54  -0.58
C  1.88  3.26  -0.75
H  0.60  -0.06  -3.45
H  1.09  1.47  -4.21
H  -0.61  1.17  -3.78
H  0.53  3.65  -3.85
H  1.42  5.92  -3.52
H  2.64  6.48  -1.45
H  2.92  4.78  0.33
H  2.02  2.52  0.03

2S+1: 3
Lowest unoccupied orbital energy (spin up / spin down) in eV: -3.7 / -3.9
HOMO (spin up / spin down) in eV: -10.1 / -11.6
Net charge: +1
Relative energy (zero: lowest compared OMol25 entry of this formula, charge and spin) in kJ/mol: 95.4



no.,energy (eV)
1,-82133.083
2,-151534.683